63
Properties=species:S:1:pos:R:3:forces:R:3 method="wB97M-V/def2-TZVPD" homo_ha=-0.364 smiles="CCOC(=O)C(F)(F)F.CCOC(=O)C(F)(F)F.COCCOCCOC.CC#N.CC#N" molar_mass_g_mol=500.4 gap_ev=10.14 e_above_lowest_kj_mol=0.0 spin_multiplicity=1
C -1.59760 1.50788 -7.34607 0.0 0.2 -0.5
C -1.86412 1.40304 -8.78195 0.1 -0.1 0.3
N -2.07695 1.32542 -9.90507 -0.1 0.0 -0.2
H -2.49701 1.21783 -6.81158 0.1 0.0 0.2
H -1.33272 2.54250 -7.13410 -0.1 0.0 0.2
H -0.76442 0.87211 -7.06477 -0.1 -0.1 0.1
C -1.35566 0.46489 -1.84657 0.2 0.9 -1.1
C -1.04669 0.30736 -3.27526 -0.2 -0.3 0.1
N -0.76810 0.22179 -4.38490 0.0 0.0 0.0
H -0.58144 1.16457 -1.52434 0.0 -0.4 0.7
H -1.38616 -0.48775 -1.33846 0.2 0.0 0.2
H -2.30176 0.99737 -1.75973 -0.1 -0.2 0.1
C 0.98074 -4.30542 5.29465 -0.1 0.1 -0.5
O 1.32549 -3.08584 4.66719 0.0 0.1 0.3
C 1.92542 -3.29579 3.42753 0.6 -0.2 -0.4
C 2.53443 -2.05495 2.83836 0.1 0.1 -0.2
O 1.51233 -1.12319 2.56614 -0.2 -0.1 -0.1
C 2.00151 0.11343 2.15163 1.0 0.3 -0.5
C 0.94721 0.94932 1.47513 0.1 0.7 0.3
O -0.14444 1.21309 2.33731 -0.1 0.0 -0.1
C -1.40175 0.85663 1.82423 0.2 -0.1 -0.6
H 0.33825 -4.91105 4.63803 0.0 0.0 0.1
H 0.41965 -4.05524 6.18897 0.1 -0.1 0.2
H 1.87635 -4.89447 5.51967 0.0 0.0 0.2
H 1.18900 -3.68067 2.70650 0.0 -0.2 0.1
H 2.76566 -4.00764 3.50049 -0.3 -0.2 0.0
H 3.04503 -2.35668 1.90876 -0.2 0.0 0.0
H 3.33401 -1.62905 3.46056 -0.3 0.1 0.3
H 2.82280 0.00455 1.41116 -0.3 -0.2 0.0
H 2.48920 0.65708 2.97430 -0.4 0.0 0.2
H 0.64977 0.51494 0.51531 -0.2 -0.2 0.2
H 1.41199 1.91849 1.24707 0.0 -0.1 -0.1
H -1.65860 1.39562 0.89694 0.2 0.1 0.1
H -2.15587 1.12285 2.55773 0.0 -0.2 0.2
H -1.41106 -0.21268 1.57249 -0.3 0.0 0.3
C -2.12817 7.07532 2.05570 -0.3 0.0 -0.7
C -1.90999 7.09230 0.55052 -0.3 1.0 0.6
O -1.02466 6.01150 0.22629 0.0 -0.2 0.4
C -0.66436 5.93566 -1.03045 0.0 -0.2 -0.3
O -1.03474 6.63327 -1.92327 0.0 0.2 -0.3
C 0.30575 4.75668 -1.27026 0.3 0.0 0.3
F 1.17368 5.05729 -2.22751 -0.1 0.0 0.0
F 0.99177 4.43153 -0.16436 -0.1 0.0 -0.2
F -0.38571 3.66867 -1.65307 -0.1 0.0 0.0
H -2.72144 6.20931 2.34483 0.3 -0.1 0.2
H -2.70410 7.95658 2.33813 0.1 0.1 0.0
H -1.15619 7.10859 2.53881 -0.1 -0.2 0.3
H -1.45209 8.04695 0.27206 0.2 -0.2 -0.1
H -2.83368 7.03780 -0.02536 0.0 -0.4 0.0
C -1.35251 -3.57293 -0.79281 0.5 0.1 -0.2
C 0.10899 -3.66421 -0.40376 -0.2 0.4 0.2
O 0.49381 -5.04852 -0.44493 -0.3 -0.7 0.2
C 1.77672 -5.31844 -0.29069 0.0 0.8 -0.7
O 2.64335 -4.49841 -0.21643 0.4 0.0 0.4
C 2.10471 -6.82090 -0.33682 -0.2 -0.1 0.5
F 1.05505 -7.55890 -0.68320 0.0 -0.1 -0.1
F 3.08970 -7.03862 -1.19592 0.1 0.0 -0.1
F 2.51110 -7.22094 0.88283 0.0 0.1 -0.2
H -1.67079 -2.54565 -0.61649 -0.2 -0.1 0.1
H -1.92881 -4.25077 -0.16809 -0.2 0.0 -0.1
H -1.50741 -3.78521 -1.85001 0.0 -0.2 0.1
H 0.22115 -3.28719 0.61718 0.2 -0.2 0.0
H 0.77436 -3.08109 -1.04029 0.0 -0.1 -0.1